(1)
{"formula": "C4H12S", "method": "ωB97M-V/def2-TZVPD", "elements": ["C", "C", "S", "H", "H", "H", "H", "H", "H", "C", "C", "H", "H", "H", "H", "H", "H"], "coordinates": [[-1.8516, -0.4116, 0.1060], [-0.9594, -0.8797, -1.0893], [-2.0079, -1.0206, -2.6075], [-2.2468, -1.2863, 0.6133], [-2.6671, 0.2348, -0.1988], [-1.1974, 0.1477, 0.7816], [-0.1073, -0.2227, -1.1707], [-0.5226, -1.8407, -0.8289], [-3.0774, -0.4260, -2.0368], [2.0284, 0.0835, 0.4669], [1.5738, 1.3673, 1.1165], [2.5211, 0.2741, -0.4917], [2.7521, -0.5514, 0.9868], [1.2358, -0.6521, 0.3291], [1.2709, 2.1360, 0.4162], [2.3771, 1.8788, 1.6724], [0.8783, 1.1690, 1.9348]], "mulliken_charge": [-0.82, -0.36, -0.23, 0.28, 0.39, 0.06, 0.23, 0.33, 0.12, -0.59, -0.92, 0.28, 0.35, 0.00, 0.28, 0.34, 0.28], "homo_ev": -9.033, "total_charge": 0, "de_lowest_kcal_mol": 11.1, "orbital_gap_ev": 10.0669, "smiles": "CCS.CC"}

=====

(2)
{"formula": "C5H11BrSi", "method": "ωB97M-V/def2-TZVPD", "elements": ["C", "Si", "C", "Br", "H", "H", "H", "H", "H", "H", "H", "C", "C", "C", "H", "H", "H", "H"], "coordinates": [[-0.0819, -1.8507, -2.8664], [0.1834, -0.6243, -1.4768], [-1.5495, -0.5949, -0.6676], [1.6836, -1.3526, 0.0461], [-0.9077, -1.3657, -3.4503], [0.9003, -1.7934, -3.4316], [-0.1715, -2.9262, -2.4542], [0.9912, 0.3845, -2.1701], [-1.3939, -0.4665, 0.4608], [-2.1937, 0.1762, -1.0126], [-1.8711, -1.6283, -0.8294], [0.5289, 0.1139, 3.1296], [0.5384, 1.2106, 2.6587], [0.7416, 2.6177, 2.1948], [0.0648, -0.7860, 3.5064], [-0.0304, 3.3707, 2.5342], [0.9177, 2.5533, 1.0123], [1.6497, 2.9619, 2.8161]], "mulliken_charge": [-0.90, 0.59, -0.91, -0.29, 0.27, 0.27, 0.27, -0.17, 0.24, 0.33, 0.29, -0.13, -0.13, -0.77, 0.35, 0.27, 0.17, 0.24], "homo_ev": -9.661, "total_charge": 0, "de_lowest_kcal_mol": 50.0, "orbital_gap_ev": 10.4522, "smiles": "C[SiH](C)Br.C#CC"}

=====

(3)
{"formula": "C3H8ClN", "method": "ωB97M-V/def2-TZVPD", "elements": ["C", "C", "C", "N", "Cl", "H", "H", "H", "H", "H", "H", "H", "H"], "coordinates": [[-1.6021, -0.4341, 0.5944], [-0.9361, -1.1494, -0.5098], [1.6901, 0.3822, -0.5342], [1.3209, 1.5532, 0.1153], [2.6781, -0.6770, 0.3776], [-0.8765, 0.0462, 1.2637], [-2.2818, 0.3321, 0.2270], [-2.1681, -1.1300, 1.2229], [-0.3479, -2.0174, -0.2976], [-1.1197, -0.8934, -1.5345], [1.9495, 0.4609, -1.5780], [1.0186, 1.4077, 1.0704], [0.6751, 2.1190, -0.4173]], "mulliken_charge": [-0.57, -0.76, -0.19, -0.47, -0.19, 0.11, 0.25, 0.30, 0.33, 0.33, 0.39, 0.23, 0.25], "homo_ev": [-7.769, -6.997], "total_charge": 0, "de_lowest_kcal_mol": 69.2, "orbital_gap_ev": [8.7590, 7.8694]}

=====

(4)
{"formula": "C4H4N2O", "method": "ωB97M-V/def2-TZVPD", "elements": ["O", "C", "C", "C", "N", "C", "N", "H", "H", "H", "H"], "coordinates": [[0.3219, -2.4138, 1.7187], [0.2257, -1.4739, 1.0552], [0.6450, -0.3875, 0.4392], [0.7317, -0.4939, -0.9945], [0.1146, 0.4655, -1.5636], [-0.4313, 1.1736, -0.4730], [-0.0112, 0.7666, 0.8299], [1.2447, -1.2623, -1.5463], [-1.5721, 0.6869, -0.4032], [-0.4458, 2.2482, -0.5102], [-0.8232, 0.6905, 1.4479]], "mulliken_charge": [-0.37, 0.46, 0.17, -0.18, -0.44, -0.51, -0.48, 0.40, 0.30, 0.31, 0.34], "homo_ev": -7.840, "total_charge": 0, "de_lowest_kcal_mol": 84.5, "orbital_gap_ev": 8.0920, "smiles": "O=C=C1C=NCN1"}

=====

(5)
{"formula": "C34H57F3FeN2O2Si", "method": "ωB97M-V/def2-TZVPD", "elements": ["O", "O", "C", "C", "H", "H", "H", "H", "H", "C", "C", "H", "H", "H", "H", "H", "C", "C", "C", "H", "H", "H", "H", "H", "C", "H", "H", "H", "H", "H", "H", "N", "C", "C", "C", "C", "H", "H", "H", "C", "H", "H", "H", "N", "C", "C", "C", "C", "H", "C", "H", "C", "H", "C", "C", "C", "C", "C", "C", "H", "C", "H", "C", "H", "C", "C", "Fe", "H", "H", "H", "H", "H", "H", "H", "H", "H", "H", "H", "H", "H", "C", "Si", "H", "H", "C", "C", "C", "H", "H", "H", "H", "H", "H", "H", "H", "H", "F", "C", "F", "F"], "coordinates": [[1.2311, 1.5325, 1.4737], [-0.6463, 5.1294, -2.0425], [0.3421, 1.7997, 2.5772], [1.1281, 2.1703, 3.8108], [-0.2646, 0.8821, 2.7594], [-0.3162, 2.6118, 2.3051], [1.6151, 1.2505, 4.1834], [0.4785, 2.5728, 4.5576], [1.9393, 2.8619, 3.5815], [2.0741, 2.6320, 1.1850], [1.3690, 3.9793, 1.0518], [2.5981, 2.3398, 0.3039], [2.8749, 2.7399, 1.9716], [0.5430, 3.9635, 0.3739], [2.0531, 4.7110, 0.6540], [1.0126, 4.3849, 2.0080], [-0.0565, 4.2942, -3.0538], [-2.0740, 4.9969, -1.9885], [1.4011, 4.6213, -3.2222], [-0.5971, 4.5051, -3.9906], [-0.2071, 3.2253, -2.7989], [1.5110, 5.6769, -3.5393], [1.8214, 3.9914, -4.0045], [1.9905, 4.4575, -2.3091], [-2.5831, 6.2909, -1.3881], [-2.3872, 4.0939, -1.4275], [-2.4528, 4.8595, -3.0168], [-2.0198, 6.5486, -0.4948], [-3.6341, 6.2796, -1.1368], [-2.4212, 7.0653, -2.1494], [-0.6777, 0.5439, 0.1486], [-0.1202, -2.2971, 1.5659], [-0.7557, -3.3996, 1.1485], [-1.0134, -3.6604, -0.1927], [-0.3625, -3.1255, -1.3049], [-1.2380, -4.4192, 2.1448], [-1.9142, -3.9999, 2.8949], [-0.4196, -4.9283, 2.6673], [-1.8007, -5.1903, 1.6089], [-0.6566, -3.7680, -2.6321], [0.1213, -4.4985, -2.8958], [-0.7363, -3.0483, -3.4529], [-1.6135, -4.3019, -2.5493], [0.5804, -2.1754, -1.2005], [0.1397, -2.1566, 2.9761], [-0.7639, -1.4291, 3.7696], [-2.1166, -1.0071, 3.2747], [-0.3547, -1.0387, 5.0590], [-0.9955, -0.4359, 5.6484], [0.9070, -1.4494, 5.5667], [1.2068, -1.1367, 6.5535], [1.7256, -2.2788, 4.7845], [2.6645, -2.6320, 5.1826], [1.3319, -2.6853, 3.5086], [2.2074, -3.5973, 2.7028], [1.5908, -2.1729, -2.2176], [1.5903, -1.1554, -3.1983], [0.4193, -0.2316, -3.3015], [2.6630, -1.0667, -4.0660], [2.6942, -0.2542, -4.7971], [3.7063, -2.0192, -4.0317], [4.5527, -1.9237, -4.6922], [3.6147, -3.0991, -3.1207], [4.4026, -3.8668, -3.1089], [2.5610, -3.2030, -2.2361], [2.4608, -4.3914, -1.3291], [0.6790, -1.0050, 0.4128], [-2.0523, -0.0988, 2.6502], [-2.7660, -0.7788, 4.1261], [-2.6020, -1.8046, 2.6900], [1.6440, -4.4118, 2.2324], [2.9923, -4.0333, 3.3343], [2.7044, -3.0335, 1.9101], [0.5860, 0.4992, -4.0999], [0.2719, 0.3362, -2.3755], [-0.5094, -0.7699, -3.5256], [2.1086, -4.1264, -0.3294], [3.4550, -4.8374, -1.2275], [1.7878, -5.1649, -1.7210], [-1.7173, -4.4746, -0.3901], [-1.4045, 1.3604, -0.1004], [-2.9081, 0.5916, -0.7555], [-1.6542, 1.8956, 0.8651], [-1.0858, 2.1021, -0.8826], [-4.1931, 1.5281, 0.2129], [-3.3398, -1.1975, -0.6050], [-2.9221, 1.0550, -2.5558], [-2.3657, 1.9564, -2.8338], [-3.9930, 1.2407, -2.7111], [-2.5825, 0.2066, -3.1718], [-4.0953, 1.4043, 1.3008], [-5.1368, 1.0884, -0.1058], [-4.2082, 2.5948, -0.0279], [-3.0672, -1.6708, 0.3460], [-2.9301, -1.7828, -1.4411], [-4.4403, -1.1433, -0.6812], [3.1953, -1.8421, 0.2693], [2.5475, -0.6463, 0.5862], [3.0441, 0.2645, -0.3410], [3.0336, -0.2704, 1.8335]], "mulliken_charge": [-0.06, -0.44, 0.63, -1.71, -0.96, 0.54, 0.27, 0.42, 0.41, -0.61, -1.30, 0.53, 0.34, 0.23, 0.50, 0.30, 0.50, 0.44, -1.36, 0.46, -0.28, 0.33, 0.40, 0.23, -1.40, -0.28, 0.42, 0.32, 0.40, 0.31, -3.33, 0.88, 1.39, -1.92, 1.06, -1.68, 0.26, 0.21, 0.56, -1.78, 0.29, 0.26, 0.53, 1.74, -0.60, 0.62, -0.91, -1.15, 0.55, -1.07, 0.42, -1.13, 0.47, 1.38, -0.91, -0.71, 0.78, -0.79, -1.03, 0.42, -1.01, 0.42, -1.01, 0.41, 1.39, -1.41, 0.77, 0.04, 0.49, 0.14, 0.15, 0.52, 0.04, 0.41, -0.09, 0.09, 0.03, 0.48, 0.27, 0.20, 4.19, 0.47, 0.22, -0.73, -1.34, -0.76, -0.97, 0.17, 0.41, 0.32, 0.34, 0.41, 0.31, 0.02, 0.14, 0.52, -0.24, 0.25, -0.22, -0.24], "spin_multiplicity": 5, "homo_ev": [-7.710, -8.042], "total_charge": 0, "orbital_gap_ev": [8.3117, 8.6208]}

=====

(6)
{"formula": "C4H7N3", "method": "ωB97M-V/def2-TZVPD", "elements": ["H", "N", "C", "C", "C", "N", "N", "C", "H", "H", "H", "H", "H", "H"], "coordinates": [[2.6766, -1.7217, -0.0446], [2.5346, -0.7181, 0.0491], [1.3098, -0.3781, -0.0697], [0.0256, -1.0475, -0.2458], [-0.9497, -0.1240, -0.0102], [-2.3185, -0.2576, -0.0896], [-0.4552, 1.1236, 0.3475], [0.9823, 1.0984, 0.0645], [-0.1498, -2.1030, -0.4145], [-2.6558, -1.2084, -0.1413], [-2.8376, 0.2961, 0.5787], [-0.9801, 1.9157, -0.0027], [1.6081, 1.5097, 0.8556], [1.2097, 1.6148, -0.8770]], "mulliken_charge": [0.23, -0.74, 0.48, -0.60, 0.28, -0.49, -0.36, -0.38, 0.31, 0.24, 0.25, 0.27, 0.28, 0.23], "homo_ev": -7.906, "total_charge": 0, "de_lowest_kcal_mol": 4.3, "orbital_gap_ev": 8.7092, "smiles": "[H]/N=C1\\C=C(N)NC1"}